Entry 1:
A structure of composition C38H55BCrN18O2S2. Source: the OMol25 dataset; level of theory: ωB97M-V with the def2-TZVPD basis set.

The geometry in XYZ format:
```
117
Properties=species:S:1:pos:R:3:forces:R:3:lowdin_charge:R:1
Cr 0.711410 0.324828 0.754795 -0.51 -0.21 -0.43 0.6758
C 3.443978 -1.409236 0.266984 -0.12 -0.29 -0.10 -0.0658
C 2.770277 -2.773735 0.427135 0.02 0.15 0.22 -0.3373
C 3.068081 -3.361171 1.817285 -0.07 0.01 -0.08 -0.0632
C 1.279565 -2.818758 0.184056 -0.02 -0.13 -0.12 -0.2569
C 0.559675 -4.021658 0.171254 0.03 -0.02 -0.09 0.0149
C -0.748761 -3.665912 -0.053236 0.08 0.08 0.02 -0.2141
C -1.928571 -4.590060 -0.040202 -0.01 -0.03 -0.01 -0.3678
C -2.178683 -5.070414 1.394237 -0.03 0.02 -0.08 -0.0569
C -1.730737 -5.765207 -0.998131 0.00 0.05 0.04 -0.0673
N -0.797673 -2.318699 -0.177492 -0.12 -0.19 -0.23 0.0671
N 0.456223 -1.799667 -0.031646 0.06 0.10 0.10 0.0608
B -2.047053 -1.485371 -0.610349 0.27 0.23 0.00 -0.4734
N -1.740063 -0.763307 -1.956072 -0.23 -0.27 -0.10 0.0536
N -0.513106 -0.241447 -2.137050 0.00 -0.07 0.05 0.1196
C -0.400678 0.103152 -3.402767 -0.01 -0.10 -0.13 -0.2656
C -1.589452 -0.217203 -4.089297 -0.01 0.17 0.00 0.0186
C -2.424312 -0.763512 -3.134714 0.06 0.04 -0.12 -0.2199
C -3.846158 -1.190785 -3.382661 -0.05 -0.06 0.19 -0.3546
C -4.824502 -0.400844 -2.504985 0.02 -0.04 -0.10 -0.0583
C -4.079521 -2.707011 -3.308793 0.03 0.11 -0.04 -0.0640
C 0.889106 0.685107 -3.907526 0.14 -0.09 0.03 -0.3618
C 0.831215 1.035111 -5.390809 0.02 0.04 0.14 -0.0813
C 2.054070 -0.267245 -3.608509 -0.08 0.12 -0.03 -0.0523
N -2.448828 -0.479076 0.507755 -0.13 -0.17 0.18 0.0638
N -1.610618 0.561434 0.719287 0.14 0.18 -0.11 0.0691
C -2.147165 1.339979 1.649039 -0.12 -0.06 -0.03 -0.2781
C -3.360588 0.789598 2.065961 -0.01 0.07 -0.01 0.0128
C -3.512936 -0.383419 1.343695 -0.02 0.19 -0.05 -0.1953
C -4.640394 -1.337022 1.688362 0.08 -0.15 0.03 -0.3377
C -4.321932 -1.952477 3.061747 -0.06 0.03 -0.03 -0.0618
C -5.042440 -2.456158 0.731731 0.03 0.10 0.01 -0.0667
C -1.478555 2.597526 2.116808 -0.05 -0.02 0.04 -0.3760
C -1.175731 2.525318 3.614107 0.07 0.02 -0.06 -0.0549
C -2.332159 3.822033 1.780304 0.08 -0.03 -0.02 -0.0643
H 4.291899 -1.318915 0.946658 0.05 0.02 -0.04 0.0844
H 3.805952 -1.240560 -0.745125 -0.06 0.08 0.01 0.0666
H 2.769004 -0.586423 0.491983 0.11 0.05 0.08 0.0119
H 3.202494 -3.456139 -0.313005 0.02 -0.02 0.01 0.1303
H 2.708344 -2.688158 2.596748 0.00 0.01 0.03 0.0643
H 2.575594 -4.324297 1.958746 0.01 -0.01 0.02 0.0639
H 4.144702 -3.497307 1.946475 0.00 0.03 0.00 0.0722
H 0.955442 -5.015200 0.309147 -0.02 0.00 0.03 0.1076
H -2.802005 -4.036968 -0.372098 -0.03 0.03 -0.04 0.0789
H -1.395424 -5.766589 1.702945 0.01 0.02 0.01 0.0783
H -2.157151 -4.226585 2.084332 -0.02 -0.01 0.04 0.0664
H -3.145479 -5.577060 1.474131 0.02 -0.02 0.01 0.0730
H -0.883039 -6.379306 -0.685749 0.00 -0.01 -0.02 0.0693
H -2.622592 -6.397559 -1.016285 0.01 -0.02 0.00 0.0710
H -1.534274 -5.407155 -2.009847 -0.01 -0.03 -0.01 0.0789
H -2.957870 -2.213336 -0.809009 -0.11 -0.07 0.11 0.0818
H -1.830068 -0.044321 -5.126888 -0.02 -0.02 0.00 0.0934
H -4.041083 -0.906093 -4.421146 0.04 0.02 -0.01 0.1224
H -4.528892 -0.446139 -1.458182 -0.04 -0.01 0.04 0.0533
H -4.825192 0.650272 -2.799184 0.02 0.01 0.04 0.0800
H -5.843393 -0.786988 -2.606070 0.00 0.00 0.03 0.0727
H -4.039157 -3.075090 -2.286491 0.01 -0.03 0.07 0.0473
H -5.060581 -2.957187 -3.723889 0.00 0.00 0.02 0.0690
H -3.317079 -3.231752 -3.887218 -0.01 -0.02 0.01 0.0797
H 1.090637 1.609398 -3.356413 -0.17 -0.12 -0.13 0.0781
H 0.733012 0.132820 -6.001416 -0.02 0.00 -0.02 0.0730
H -0.010565 1.696382 -5.610850 0.01 0.01 -0.02 0.0705
H 1.753155 1.546791 -5.673197 0.00 -0.02 -0.08 0.0748
H 1.988057 -1.157614 -4.242678 -0.01 -0.02 0.02 0.0779
H 3.007734 0.234134 -3.785684 0.02 -0.04 -0.01 0.0670
H 2.013378 -0.577486 -2.564478 0.06 -0.01 -0.01 0.0612
H -4.037104 1.170629 2.815512 0.01 -0.03 0.02 0.1100
H -5.517517 -0.692428 1.809625 0.00 0.02 -0.01 0.1285
H -3.371324 -2.485303 3.019715 0.02 0.00 0.02 0.0648
H -4.227590 -1.180928 3.825034 0.03 -0.01 0.01 0.0729
H -5.111337 -2.648971 3.360929 0.01 -0.01 0.00 0.0713
H -4.310346 -3.260686 0.747741 0.03 -0.03 -0.05 0.0559
H -5.997853 -2.871236 1.064665 0.02 -0.02 0.03 0.0771
H -5.164776 -2.113255 -0.291167 0.00 0.00 -0.08 0.0498
H -0.527687 2.692129 1.590566 -0.02 0.01 -0.04 0.0864
H -2.098570 2.465185 4.198213 -0.01 0.00 0.00 0.0733
H -0.573308 1.643382 3.837710 -0.02 0.01 0.02 0.0679
H -0.617607 3.410512 3.927570 0.00 -0.01 0.02 0.0775
H -3.294319 3.780285 2.298808 0.00 0.01 0.00 0.0701
H -1.813283 4.736818 2.075316 -0.02 0.01 0.02 0.0753
H -2.524478 3.871592 0.707018 -0.02 0.02 0.00 0.0713
N 2.422906 0.127133 3.688304 0.04 0.00 -0.04 0.1401
C 1.286336 -0.663401 3.593408 -0.13 -0.07 -0.06 -0.5054
N 0.864120 -1.476450 4.545272 0.08 0.02 0.05 0.0183
N -0.247178 -2.037699 4.023213 -0.04 -0.01 -0.05 -0.0937
N -0.471054 -1.585516 2.838861 0.00 -0.07 0.00 -0.0311
N 0.502519 -0.701326 2.517278 0.06 -0.19 0.65 -0.0583
C 2.414404 1.377366 3.083411 -0.09 0.07 -0.08 -0.4731
N 3.051004 2.429710 3.565627 0.02 -0.02 0.10 0.0300
N 2.729835 3.423673 2.711208 -0.20 -0.02 0.01 -0.0863
N 1.960190 2.986945 1.777481 0.01 0.07 -0.01 -0.0289
N 1.735836 1.665761 1.972132 0.33 0.15 0.35 -0.0482
H 2.836830 0.128553 4.606602 -0.02 0.02 0.01 0.1252
N 5.764444 6.845731 1.660100 0.11 -0.03 0.00 0.0690
C 5.532325 5.677051 0.906392 0.00 -0.04 -0.07 -0.3275
C 5.363818 4.454146 1.551414 0.13 -0.01 0.01 -0.0483
C 5.117870 3.309708 0.819627 0.05 0.07 -0.07 -0.0690
C 5.042649 3.377781 -0.564978 -0.04 -0.11 -0.07 -0.3012
C 5.233717 4.582032 -1.219353 0.00 -0.01 0.00 -0.0926
C 5.490362 5.729843 -0.484937 0.00 0.03 0.05 -0.0496
S 4.600089 1.902120 -1.451795 0.02 0.00 0.13 0.5356
O 5.539454 0.883278 -1.047339 -0.06 -0.02 -0.02 -0.3275
O 4.583498 2.255351 -2.860252 -0.05 0.10 0.03 -0.3638
N 3.175021 1.491008 -0.882881 0.25 0.03 -0.08 -0.1084
C 2.074751 2.183467 -1.151155 0.03 0.27 -0.19 -0.7068
S 1.976362 3.709057 -2.042519 -0.03 -0.17 0.04 1.0221
C 0.250527 3.678862 -1.885925 0.12 0.12 0.01 -0.4076
C -0.129537 2.586774 -1.199314 -0.08 0.03 0.08 -0.2706
N 0.877289 1.763908 -0.760409 0.35 0.28 -0.13 -0.0813
H 5.364624 6.786366 2.584759 -0.04 0.03 -0.01 0.0766
H 5.450962 7.680837 1.189659 -0.05 0.00 0.03 0.0702
H 5.381733 4.407200 2.633815 -0.06 -0.01 -0.03 0.1014
H 4.947162 2.361689 1.313541 -0.01 0.03 0.05 0.1102
H 5.156827 4.609119 -2.298606 0.01 0.01 0.01 0.1013
H 5.635312 6.680412 -0.988151 -0.02 0.00 -0.01 0.0986
H -0.367176 4.450470 -2.313109 -0.04 -0.04 0.00 0.0486
H -1.149279 2.301052 -0.995207 -0.01 -0.04 0.06 0.0999
```
Forces are in eV/Å.

- Kohn-Sham gap (alpha / beta) (eV) = 6.543 / 6.934
- ΔE to the lowest compared entry with this formula, charge and spin (kJ/mol) = 0.0
- multiplicity = 5
- largest force on an atom (eV/A) = 0.70
- electronic energy (eV) = -121991.008
- net charge = -2
- HOMO energy (alpha / beta) (eV) = -2.4 / -2.8
- E_LUMO (alpha / beta) (Eh) = 0.152 / 0.152

Entry 2:
A cluster of 3 separate species, C4H6OS3 in total in a non-equilibrium geometry. Source: the OMol25 dataset; level of theory: ωB97M-V with the def2-TZVPD basis set.

The geometry in XYZ format:
```
14
Properties=species:S:1:pos:R:3:forces:R:3:lowdin_charge:R:1
C 0.598187 -0.241666 -0.765541 -4.21 -0.57 0.23 -0.9127
C -0.225991 -0.972180 0.326078 -1.68 4.10 -2.14 -0.6933
C -0.132559 0.692206 0.214153 0.29 -1.09 -0.90 -0.7874
C 0.543598 1.316686 1.346671 -2.23 2.15 -0.66 -0.3203
H 2.350990 -2.025995 0.602348 -0.25 2.63 -2.80 0.1615
H 0.180899 -0.071435 -1.819930 0.22 -0.74 1.45 0.0823
H 0.339715 -1.194799 1.183617 0.68 -0.74 0.66 0.0253
H -1.768413 -2.541719 2.142341 -0.35 1.61 -3.18 0.1525
H -2.106966 2.484679 0.048632 2.07 -2.23 -1.93 0.0147
H 0.149004 2.369712 1.664234 0.75 -1.23 -0.49 0.1452
O 1.342503 0.705980 1.955103 2.11 -0.87 1.84 0.0517
S 2.176278 -0.653441 -0.907410 4.56 -3.13 2.41 0.7469
S -1.907269 -1.526148 0.177041 0.58 -2.20 3.04 0.6082
S -1.180551 1.589679 -0.906520 -2.52 2.32 2.46 0.7255
```
Forces are in eV/Å.

- Kohn-Sham gap (eV) = 6.621
- ΔE to the lowest compared entry with this formula, charge and spin (kJ/mol) = 821.8
- largest force on an atom (eV/A) = 6.03
- electronic energy (eV) = -38789.584
- HOMO energy (eV) = -8.8
- E_LUMO (Eh) = -0.079

Entry 3:
The molecule CH2O2S3 in a non-equilibrium geometry. Source: the OMol25 dataset; level of theory: ωB97M-V with the def2-TZVPD basis set.

The geometry in XYZ format:
```
8
Properties=species:S:1:pos:R:3:forces:R:3:lowdin_charge:R:1
O 0.596067 -1.762668 -0.787119 -0.27 -1.07 0.01 -0.4603
S 0.665428 -0.379386 -0.409643 1.06 0.89 -2.22 0.2988
O -0.387451 0.429575 -1.422084 0.62 0.41 2.48 -0.3227
S 2.449022 0.390134 -0.965322 -1.64 -0.23 1.61 0.2423
C -0.503578 -0.522386 1.223180 0.85 1.35 -2.54 -0.6770
S -1.975385 -0.753711 0.896700 -1.79 -0.71 -0.13 0.8786
H -0.445924 -0.177915 -2.138369 -0.29 -0.94 -1.39 0.0421
H -0.041433 -0.192159 2.073765 1.47 0.30 2.18 -0.0018
```
Forces are in eV/Å.

- Kohn-Sham gap (eV) = 7.351
- ΔE to the lowest compared entry with this formula, charge and spin (kJ/mol) = 256.7
- SMILES = O=[S@](O)(=S)C=S
- largest force on an atom (eV/A) = 3.00
- electronic energy (eV) = -37666.547
- HOMO energy (eV) = -9.2
- E_LUMO (Eh) = -0.067

Entry 4:
A structure of composition C21H13FN4O11S2Y. Source: the OMol25 dataset; level of theory: ωB97M-V with the def2-TZVPD basis set.

The geometry in XYZ format:
```
53
Properties=species:S:1:pos:R:3:forces:R:3:lowdin_charge:R:1
Y -0.008878 -0.298962 1.240181 -0.17 0.03 0.13 1.6726
O 3.748247 4.461554 -0.468554 0.01 -0.02 0.01 0.1297
C 2.983084 3.578609 -0.185412 0.00 0.03 -0.01 -0.2527
C 1.959603 3.599003 0.948621 -0.02 0.02 0.01 -0.2932
O 1.801754 4.493547 1.751737 0.00 -0.01 0.01 0.0948
C 1.255108 2.322792 0.842170 0.00 -0.08 -0.05 -0.3042
C 1.776573 1.537652 -0.188405 -0.06 0.02 0.08 -0.2985
O 1.294596 0.347554 -0.407984 0.12 -0.05 -0.11 -0.1694
C 2.852087 2.231310 -0.896231 -0.02 0.00 -0.04 -0.2908
O 3.515579 1.859138 -1.839559 0.00 -0.02 0.02 0.0973
O 0.282264 1.875523 1.580921 0.02 0.11 0.09 -0.1494
O -3.618623 -4.677534 -0.112355 0.00 -0.01 0.00 0.0438
C -4.410653 -3.614827 0.105672 0.00 0.02 0.00 -0.2715
C -5.790583 -3.820378 0.061953 0.00 -0.01 0.00 -0.0237
C -6.662634 -2.772581 0.276953 0.01 0.01 0.00 -0.0932
C -6.181261 -1.492624 0.540476 -0.01 0.00 0.00 -0.0975
C -4.817352 -1.284554 0.584522 0.01 -0.01 0.00 -0.0248
C -3.913444 -2.326659 0.371192 0.00 0.01 -0.02 -0.0749
C -2.465020 -2.024264 0.439806 0.04 0.00 0.01 -0.4253
O -2.094938 -0.821690 0.696753 -0.05 0.00 0.04 -0.1579
N -1.628737 -3.016389 0.231857 0.00 0.04 -0.01 -0.0027
N -0.299114 -2.613204 0.361672 0.08 -0.07 -0.07 -0.1454
C 0.548210 -3.445729 -0.109993 0.02 0.00 -0.01 -0.8934
S 2.265505 -3.096846 -0.084135 -0.03 0.03 -0.06 0.9583
C 2.749055 -4.799985 -0.456957 0.02 -0.01 0.03 -0.5261
C 1.743097 -5.354151 -1.446096 0.01 -0.02 0.00 -0.5293
S 0.079641 -4.971873 -0.837627 -0.02 0.01 0.02 0.9564
H -2.684752 -4.360911 -0.040314 0.00 0.00 -0.01 0.0416
H -6.148003 -4.820963 -0.143305 0.00 0.00 0.00 0.1122
H -7.730076 -2.953206 0.239933 0.00 0.00 0.00 0.0983
H -6.864241 -0.671314 0.710368 0.00 0.00 0.00 0.0952
H -4.410850 -0.303487 0.788026 0.00 0.00 0.00 0.1138
H 2.766635 -5.388483 0.459984 -0.01 0.00 0.00 0.0780
H 3.751608 -4.766637 -0.881892 0.00 0.00 0.00 0.0784
H 1.823169 -6.437559 -1.532719 0.00 0.00 0.00 0.0753
H 1.875360 -4.904543 -2.429539 0.00 0.00 0.00 0.0773
F -1.895824 2.746742 6.642842 -0.01 0.01 0.00 0.0921
C -1.123298 1.664176 6.779217 0.02 0.03 0.02 -0.1857
C -0.170608 1.372864 5.891665 0.00 -0.02 -0.01 0.0605
N 0.643565 0.268836 6.033997 0.04 -0.03 0.03 0.0033
C 1.609496 -0.035327 4.996791 -0.03 0.09 -0.04 -0.0264
C 0.964178 -0.505073 3.708679 0.04 0.08 -0.17 -0.6353
O -0.289061 -0.526067 3.593366 0.04 0.02 0.08 -0.0571
O 1.734551 -0.751665 2.739646 0.00 -0.12 0.02 -0.0839
C 0.465612 -0.638571 7.055800 -0.01 0.01 -0.01 -0.4658
O 1.120583 -1.652452 7.180256 0.01 0.01 0.01 0.0801
N -0.524013 -0.289803 7.955882 0.02 0.02 0.01 0.2152
C -1.371378 0.815162 7.934157 -0.06 -0.05 -0.04 -0.4015
O -2.206243 0.992502 8.791976 0.02 0.01 0.02 0.0936
H 0.003111 1.989606 5.019450 -0.01 0.01 -0.01 0.1606
H 2.308406 -0.782313 5.360005 -0.05 -0.05 0.03 0.1364
H 2.173065 0.865850 4.747347 0.02 -0.02 0.02 0.1493
H -0.660456 -0.939898 8.715504 0.00 -0.01 0.01 0.1656
```
Forces are in eV/Å.

- Kohn-Sham gap (eV) = 7.118
- ΔE to the lowest compared entry with this formula, charge and spin (kJ/mol) = 9.6
- largest force on an atom (eV/A) = 0.21
- electronic energy (eV) = -75911.142
- net charge = -1
- HOMO energy (eV) = -5.3
- E_LUMO (Eh) = 0.067